# 1
21
Properties=species:S:1:pos:R:3:forces:R:3 method="wB97M-V/def2-TZVPD" total_charge=0 lumo_energy_ev="-0.212 / -2.784" spin_multiplicity=2 gap_ha="0.3139 / 0.2029"
O 0.4935 2.2379 0.3507 0.262 -0.245 0.658
O 2.4106 1.2205 0.0509 0.964 1.563 2.286
C 1.1679 1.1838 -0.1228 -0.645 3.939 -1.520
C 0.0136 3.2153 -0.5771 -0.186 0.087 -0.464
C -1.1729 3.9337 0.0251 -0.195 0.090 0.126
H 0.8298 3.9217 -0.7898 -0.131 -0.213 0.081
H -0.2532 2.7216 -1.5220 -0.001 0.012 0.181
H -0.8866 4.4614 0.9454 -0.068 -0.174 -0.251
H -1.5539 4.6737 -0.6923 0.112 -0.169 0.177
H -1.9854 3.2330 0.2608 0.267 0.161 -0.076
C 0.3983 -2.4386 -0.3776 -3.123 0.912 1.995
C 0.6601 -3.5721 0.6308 0.257 0.205 0.582
O -0.6090 -3.8512 1.2358 0.917 -0.402 -0.034
C -1.5788 -3.1838 0.6044 -1.850 0.779 1.778
O -1.1042 -2.4328 -0.3693 1.593 0.435 -1.049
O -2.7214 -3.1640 0.9958 1.040 -0.432 -0.826
O 0.7553 -1.0267 0.1030 -3.383 -7.554 0.666
H 0.5487 -2.8742 -1.3847 0.902 1.483 0.070
H 1.3538 -3.2515 1.4192 -0.193 -0.104 -0.210
H 1.0337 -4.4911 0.1617 -0.076 0.258 -0.013
In 2.2002 -0.5167 -0.9480 3.537 -0.631 -4.157

---

# 2
61
Properties=species:S:1:pos:R:3:forces:R:3 method="wB97M-V/def2-TZVPD" total_charge=+1 lumo_energy_ev="-2.802 / -3.819" spin_multiplicity=3 gap_ha="0.2461 / 0.2663"
Pd 0.2786 0.0983 -0.5215 0.771 -0.021 -0.208
O -1.0312 0.6874 1.6632 -0.175 0.920 0.839
C -0.1786 1.3727 1.1820 -0.010 -0.764 -0.801
C 0.2579 2.7794 1.2076 -0.267 -0.347 0.460
C 0.2098 3.5263 2.3793 0.047 0.161 0.104
C 0.7977 4.7832 2.4079 -0.088 -0.025 0.048
C 1.4026 5.2977 1.2688 -0.011 -0.061 -0.022
C 1.4264 4.5563 0.0930 0.017 0.013 -0.179
C 0.8694 3.2842 0.0547 0.094 0.263 -0.129
P 0.8422 2.2121 -1.4031 -0.340 -0.172 0.076
C -0.9242 2.0537 -1.8120 -0.348 0.012 -0.025
C -1.9257 2.8279 -1.2114 0.115 -0.017 -0.003
C -3.2588 2.5431 -1.4351 -0.101 -0.063 -0.078
C -3.6252 1.4829 -2.2621 -0.050 0.105 0.081
C -2.6522 0.7246 -2.8859 0.144 -0.001 -0.009
C -1.3053 1.0059 -2.6665 -0.086 0.069 -0.074
C 1.5712 3.1106 -2.7796 0.255 0.131 -0.059
C 0.7926 3.8768 -3.6465 0.028 0.049 -0.042
C 1.3952 4.5706 -4.6862 0.013 -0.043 0.044
C 2.7705 4.5036 -4.8629 0.021 0.016 -0.025
C 3.5510 3.7402 -4.0060 -0.037 -0.038 0.054
C 2.9519 3.0390 -2.9696 0.029 0.042 -0.037
H -0.2695 3.1159 3.2588 0.002 -0.008 -0.009
H 0.7723 5.3664 3.3192 0.014 -0.008 -0.013
H 1.8534 6.2811 1.2937 0.000 -0.019 -0.011
H 1.8841 4.9654 -0.8010 -0.019 0.009 0.049
H -1.6550 3.6541 -0.5665 -0.012 -0.014 0.020
H -4.0226 3.1483 -0.9642 0.014 -0.007 -0.007
H -4.6723 1.2623 -2.4255 0.027 0.008 0.011
H -2.9328 -0.0851 -3.5475 0.030 0.019 0.007
H -0.5527 0.4464 -3.2102 0.067 -0.053 0.032
H -0.2805 3.9337 -3.5147 0.002 -0.012 0.018
H 0.7915 5.1651 -5.3589 -0.010 -0.007 0.008
H 3.2370 5.0454 -5.6754 -0.011 -0.003 0.007
H 4.6222 3.6849 -4.1485 -0.013 0.000 0.001
H 3.5622 2.4343 -2.3077 -0.022 0.004 -0.002
C 3.3606 -0.2944 -0.5003 -0.213 -0.029 0.151
C 4.6415 -0.9915 0.0150 0.062 -0.118 0.097
N 4.3605 -1.7783 1.2195 -0.240 0.125 -0.091
C 3.4166 -2.8430 0.8792 0.123 0.030 0.057
C 2.1432 -2.2487 0.2330 0.006 0.288 -0.149
N 2.1870 -0.7592 0.2863 0.196 -0.310 0.160
C 2.3868 -0.3605 1.7100 -0.075 -0.003 -0.319
C 3.7402 -0.9074 2.2211 0.139 -0.047 -0.040
H 3.1638 -0.5052 -1.5511 0.020 -0.016 -0.032
H 3.4086 0.7886 -0.3822 0.028 0.022 0.007
H 5.4117 -0.2571 0.2496 0.015 0.006 0.015
H 5.0484 -1.6626 -0.7416 0.012 -0.018 0.000
H 3.1704 -3.3892 1.7906 0.011 0.017 0.005
H 3.9059 -3.5419 0.2004 0.006 0.001 -0.010
H 1.2393 -2.5682 0.7467 -0.008 -0.010 0.064
H 2.0583 -2.5254 -0.8196 0.003 -0.009 -0.021
H 1.5385 -0.7456 2.2747 -0.011 -0.032 0.040
H 2.3497 0.7276 1.7530 0.009 0.043 0.015
H 3.6060 -1.4711 3.1443 0.004 -0.022 -0.009
H 4.4320 -0.0917 2.4340 0.000 0.002 0.002
Cl -1.0910 -3.8459 1.0923 -0.063 0.049 0.191
C -0.8630 -3.7770 -0.6347 -0.032 0.212 -0.169
Cl -1.0025 -2.1029 -1.2931 -0.119 -0.228 -0.021
H -1.6471 -4.3375 -1.1248 -0.013 -0.073 -0.034
H 0.1220 -4.1438 -0.8884 0.049 -0.017 -0.040

---

# 3
40
Properties=species:S:1:pos:R:3:forces:R:3 method="wB97M-V/def2-TZVPD" total_charge=+1 lumo_energy_ev=-5.139 gap_ha=0.2344 smiles=C[C@@H](F)c1[nH+]cc(CCF)c2cccc(-c3ccccc3)c12
C 1.2675 2.8728 -0.5768 -1.264 0.906 0.116
C 0.9597 2.2475 0.9336 1.093 0.770 -0.910
F 0.7699 3.4464 1.8198 -0.426 -2.924 -1.841
C -0.3647 1.3033 0.7808 -3.897 -0.839 0.739
N -1.7023 1.9809 1.1476 0.533 -3.382 -1.200
C -3.0541 1.3040 1.1053 1.230 -3.811 -1.361
C -3.2311 -0.2647 0.6667 2.550 3.220 0.843
C -4.7649 -0.9220 0.6820 1.062 0.946 -0.460
C -5.2098 -1.0295 -0.9075 0.758 -0.287 0.093
F -5.9677 -2.2930 -1.1732 1.767 3.040 0.678
C -1.8761 -1.0851 0.2433 -0.973 0.253 0.069
C -2.0494 -2.6491 -0.2157 4.400 1.110 -0.227
C -0.6936 -3.4664 -0.6386 -1.227 4.499 1.417
C 0.7283 -2.6573 -0.6023 -2.129 1.772 0.787
C 0.9055 -1.0508 -0.1701 -1.713 -3.047 -0.756
C 2.4330 -0.4800 -0.2715 3.774 1.137 0.670
C 3.1163 0.2075 -1.6010 1.555 -0.775 3.455
C 4.6864 0.6828 -1.5336 -0.664 -1.291 2.578
C 5.6534 0.4930 -0.1979 -4.689 -1.549 0.728
C 4.9774 -0.1666 1.1457 -2.473 0.435 -3.641
C 3.4081 -0.6410 1.0660 1.076 1.245 -2.383
C -0.4384 -0.2525 0.2919 0.392 -0.300 -0.194
H 1.0710 2.0975 -1.4432 0.704 1.480 2.001
H 0.4426 3.7230 -0.7258 1.711 -1.823 0.389
H 2.3024 3.4237 -0.6509 -1.979 -1.517 0.298
H 1.9093 1.6886 1.3938 -2.474 0.970 -1.090
H -1.7143 3.0045 1.4410 0.450 -1.885 -0.470
H -4.0448 1.9011 1.3772 2.729 -1.104 -0.549
H -5.4884 -0.1655 1.2511 1.694 -1.880 -1.104
H -4.6851 -1.9568 1.2265 -0.388 2.032 -1.176
H -5.8204 -0.0828 -1.2266 0.799 -2.166 0.633
H -4.2015 -1.0180 -1.5343 -2.369 -0.475 1.066
H -3.1195 -3.1591 -0.2448 2.571 1.314 0.090
H -0.8113 -4.5950 -0.9680 0.537 2.658 0.753
H 1.6969 -3.2831 -0.9116 -2.291 1.795 0.784
H 2.4093 0.3136 -2.5539 2.053 -0.140 2.171
H 5.2272 1.1828 -2.4732 -1.606 -1.307 2.219
H 6.7846 0.7936 -0.1384 -2.557 -0.525 -0.459
H 5.5713 -0.3157 2.1693 -1.450 0.360 -2.640
H 2.9173 -1.1328 2.0174 1.131 1.087 -2.114